[1]
The following is a DFT calculation (ωB97M-V with the def2-TZVPD basis set) of a molecular structure, H3N3O2S in a non-equilibrium geometry.

ORCA input file:
```
! RIJCOSX wB97M-V def2-TZVPD def2/J DEFGRID3
* xyz 0 1
N -0.677 -1.086 0.673
N 0.141 -0.088 0.834
N -0.315 1.105 0.076
O -0.712 0.865 -1.026
O -0.351 2.155 0.669
S 1.937 -0.234 -0.553
H -0.113 -1.858 0.980
H -1.171 -1.220 -0.171
H 1.258 0.361 -1.484
*
```

Computed properties:
Kohn-Sham gap (alpha / beta), eV: 8.00 / 8.01
ΔE to the lowest compared entry with this formula, charge and spin, kcal per mole: 80.0



[2]
The following is a DFT calculation (ωB97M-V with the def2-TZVPD basis set) of 8 unconnected molecules or ions with the total composition C33H39N3O6 in a non-equilibrium geometry.

ORCA input file:
```
! RIJCOSX wB97M-V def2-TZVPD def2/J DEFGRID3
* xyz -1 2
C 5.006 -2.181 -2.792
N 4.516 -0.941 -2.086
O 3.304 -0.913 -1.812
O 5.360 -0.043 -1.921
H 5.959 -2.426 -2.324
H 5.155 -1.872 -3.827
H 4.342 -3.025 -2.606
C 0.894 1.061 -0.234
N -0.500 0.698 0.063
O -0.810 0.460 1.224
O -1.314 0.634 -0.875
H 1.650 0.651 0.436
H 0.912 2.149 -0.159
H 1.010 0.791 -1.283
C -0.669 3.724 -3.747
N 0.631 3.608 -2.995
O 1.072 4.637 -2.444
O 1.176 2.511 -2.828
H -1.175 2.790 -3.501
H -0.479 3.628 -4.816
H -1.114 4.652 -3.389
C -2.835 -4.155 -0.944
C -1.900 -3.942 -1.898
C -1.868 -2.660 -2.503
C -2.862 -1.788 -2.231
C -3.913 -2.119 -1.309
C -3.873 -3.325 -0.696
H -2.774 -5.107 -0.437
H -1.056 -4.611 -1.977
H -1.082 -2.450 -3.212
H -2.940 -0.808 -2.679
H -4.688 -1.389 -1.129
H -4.553 -3.568 0.107
C 5.482 2.925 2.717
C 5.676 1.702 3.338
C 5.198 0.558 2.668
C 4.444 0.595 1.519
C 4.195 1.850 1.017
C 4.724 3.002 1.576
H 5.731 3.844 3.227
H 6.209 1.645 4.276
H 5.392 -0.416 3.094
H 4.210 -0.357 1.065
H 3.585 1.776 0.129
H 4.434 3.934 1.113
C -2.565 6.047 -1.356
C -1.284 6.265 -0.842
C -0.701 5.294 -0.003
C -1.375 4.141 0.324
C -2.628 3.869 -0.245
C -3.220 4.829 -1.012
H -3.061 6.826 -1.916
H -0.691 7.149 -1.026
H 0.206 5.528 0.535
H -0.981 3.443 1.047
H -3.183 2.994 0.061
H -4.236 4.722 -1.361
C 2.198 -3.613 1.967
C 1.253 -2.669 1.624
C 0.792 -2.633 0.332
C 1.339 -3.470 -0.675
C 2.263 -4.458 -0.328
C 2.633 -4.529 1.023
H 2.601 -3.685 2.966
H 0.994 -1.889 2.324
H 0.015 -1.931 0.067
H 1.020 -3.344 -1.699
H 2.683 -5.242 -0.940
H 3.453 -5.209 1.204
C -6.028 -2.479 3.161
C -5.929 -1.316 2.294
C -4.634 -0.832 1.938
C -3.514 -1.526 2.397
C -3.635 -2.711 3.141
C -4.918 -3.193 3.521
H -7.015 -2.761 3.496
H -6.835 -0.843 1.948
H -4.566 0.002 1.256
H -2.490 -1.212 2.262
H -2.746 -3.241 3.450
H -5.078 -4.056 4.150
*
```

Computed properties:
Kohn-Sham gap (alpha / beta), eV: 2.86 / 6.58



[3]
The following is a DFT calculation (ωB97M-V with the def2-TZVPD basis set) of 2 unconnected molecules or ions with the total composition C6H9F2NO2 in a non-equilibrium geometry.

ORCA input file:
```
! RIJCOSX wB97M-V def2-TZVPD def2/J DEFGRID3
* xyz 0 1
O 3.167 -1.141 0.896
C 3.077 -0.093 0.214
F 4.086 0.925 0.277
C 1.847 0.205 -0.804
C 0.460 -0.124 -0.067
C -0.341 -1.449 -0.523
C -1.613 -1.230 0.429
N -1.827 0.094 0.502
C -0.797 0.890 -0.279
O -0.617 2.184 0.337
H 1.958 -0.577 -1.652
H 1.940 1.270 -1.207
H 0.542 -0.244 1.082
H -0.758 -1.143 -1.564
H 0.195 -2.455 -0.551
H -2.219 -2.061 0.951
H -2.622 0.530 1.062
H -1.097 0.991 -1.396
H -1.386 2.374 0.942
F -3.994 1.054 1.351
*
```

Computed properties:
Kohn-Sham gap, eV: 8.30
ΔE to the lowest compared entry with this formula, charge and spin, kcal per mole: 94.7